1.
18
Properties=species:S:1:pos:R:3 method="wB97M-V/def2-TZVPD" de_lowest_kj_mol=293.9 e_homo_ha=-0.3164 smiles="C[SiH]=O.OC=C1CC1" lumo_energy_ev=0.56
C 2.02 -2.20 -0.15
Si 1.31 -0.80 -1.14
O -0.19 -0.71 -1.25
H 2.63 -2.84 -0.78
H 2.66 -1.78 0.77
H 1.20 -2.80 0.23
H 2.56 -0.01 -1.70
O 1.29 1.19 0.87
C 0.17 1.59 0.13
C -1.05 1.24 0.26
C -1.94 0.24 0.84
C -2.43 1.26 -0.24
H 1.06 0.65 1.63
H 0.30 2.40 -0.63
H -2.26 0.48 1.84
H -1.70 -0.80 0.46
H -2.50 0.87 -1.21
H -3.11 2.02 0.08


2.
63
Properties=species:S:1:pos:R:3 method="wB97M-V/def2-TZVPD" de_lowest_kj_mol=0.0 e_homo_ha="-0.7392 / -0.7329" spin_multiplicity=2 total_charge=+4 lumo_energy_ev="-13.31 / -13.48"
Mo -0.23 0.06 0.03
C -1.69 -0.80 -3.28
C -0.68 -1.71 -2.68
C -0.13 -2.82 -3.24
C 0.85 -3.35 -2.32
N 0.79 -2.45 -1.22
N -0.07 -1.52 -1.42
B 1.67 -2.50 0.12
N 2.55 -1.27 0.01
C 3.86 -1.11 -0.23
C 4.16 0.22 -0.26
C 2.96 0.89 -0.04
C 2.82 2.36 0.05
N 1.95 -0.02 0.09
N 0.73 -2.43 1.32
C 0.70 -3.21 2.42
C -0.10 -2.61 3.37
C -0.53 -1.42 2.80
C -1.43 -0.41 3.40
N -0.03 -1.32 1.54
N 2.45 -3.82 0.16
C 3.58 -4.08 0.87
C 3.89 -5.41 0.77
C 2.90 -5.99 -0.03
C 2.75 -7.41 -0.44
N 2.03 -5.02 -0.37
H -1.59 -0.84 -4.37
H -2.69 -1.11 -3.01
H -1.56 0.24 -2.97
H -0.34 -3.20 -4.23
H 1.86 -3.54 -2.68
H 4.51 -1.96 -0.37
H 5.13 0.68 -0.40
H 3.72 2.77 0.50
H 2.72 2.81 -0.94
H 1.98 2.66 0.68
H 1.26 -4.13 2.47
H -0.32 -2.98 4.35
H -1.23 -0.32 4.47
H -1.30 0.57 2.95
H -2.47 -0.72 3.28
H 4.08 -3.30 1.41
H 4.74 -5.92 1.21
H 3.73 -7.82 -0.67
H 2.32 -7.99 0.38
H 2.12 -7.52 -1.32
Cl -0.53 2.50 1.23
C -0.49 3.31 -0.37
Cl -0.06 2.05 -1.58
H 0.30 4.06 -0.37
H -1.47 3.70 -0.60
C -5.50 -0.68 -0.90
N -5.12 0.33 0.10
C -3.92 0.64 0.51
N -3.74 1.59 1.41
S -2.59 -0.33 -0.17
H -6.58 -0.70 -0.95
H -5.15 -1.67 -0.59
H -5.11 -0.41 -1.88
H -5.89 0.85 0.51
H -4.52 2.10 1.81
H -2.83 1.81 1.75
Te 0.26 -5.25 -1.39


3.
53
Properties=species:S:1:pos:R:3 method="wB97M-V/def2-TZVPD" e_homo_ha=-0.1210 total_charge=-1 lumo_energy_ev=2.35
C 2.71 1.73 2.61
C 1.34 1.92 1.97
C 1.30 2.23 0.47
C -0.15 1.98 0.01
Nb 2.54 1.11 -1.04
B 1.94 -0.97 -0.16
C 2.96 -1.71 0.79
O 0.70 -1.62 -0.34
P 4.11 -0.42 -2.45
O 5.55 0.35 -2.53
O 4.65 -1.84 -1.75
H 2.71 2.18 3.61
H 3.49 2.22 2.04
H 2.95 0.68 2.76
H 0.68 1.06 2.15
H 0.86 2.76 2.49
H 1.53 3.29 0.31
H -0.36 2.35 -0.98
H -0.85 2.41 0.74
H -0.36 0.91 -0.01
H 4.11 1.34 -0.08
H 3.17 2.44 -2.20
H 1.24 0.93 -2.33
H 2.46 -2.05 1.70
H 3.79 -1.06 1.06
H 3.38 -2.55 0.25
H 0.76 -2.10 -1.18
H 5.38 1.26 -2.23
H 4.03 -2.52 -2.04
C -3.00 1.55 -3.31
O -1.87 1.23 -3.01
N -3.44 2.85 -3.28
N -3.95 0.63 -3.67
H -4.39 3.10 -3.47
H -2.80 3.56 -2.99
H -3.66 -0.33 -3.70
H -4.90 0.86 -3.90
C -1.44 -4.73 2.11
O -2.38 -5.50 2.24
N -0.43 -4.66 3.03
N -1.32 -3.89 1.05
H 0.35 -4.03 2.93
H -0.48 -5.26 3.82
H -2.04 -3.91 0.35
H -0.55 -3.25 0.93
C -4.02 1.01 0.57
O -4.55 1.79 -0.20
N -3.05 0.14 0.16
N -4.35 0.95 1.91
H -2.59 -0.51 0.78
H -2.77 0.19 -0.80
H -5.05 1.59 2.23
H -3.92 0.32 2.56


4.
110
Properties=species:S:1:pos:R:3 method="wB97M-V/def2-TZVPD" e_homo_ha=-0.3729 total_charge=+1 lumo_energy_ev=-3.67
Pd 0.01 0.27 -0.50
C -4.49 -1.47 -3.11
C -4.09 -1.33 -1.67
O -2.70 -0.86 -1.56
P -1.44 -1.79 -1.34
O -0.95 -1.91 0.07
Te 0.40 -0.99 -2.74
O -1.99 -3.16 -1.91
C -1.10 -4.32 -2.04
C -0.94 -4.67 -3.50
H -5.55 -1.74 -3.17
H -3.91 -2.25 -3.61
H -4.35 -0.53 -3.65
H -4.20 -2.26 -1.12
H -4.67 -0.56 -1.17
H -1.58 -5.13 -1.49
H -0.15 -4.12 -1.56
H -1.91 -4.83 -3.97
H -0.35 -5.59 -3.60
H -0.43 -3.87 -4.04
C 1.73 1.41 7.67
C 1.12 2.64 6.99
C 0.30 3.38 8.06
C 2.27 3.56 6.53
C 0.18 2.25 5.80
O -0.95 1.51 6.27
C -0.26 3.48 4.99
C -1.69 3.44 4.46
C -2.06 4.74 3.80
C -1.95 4.92 2.43
C -2.26 6.14 1.83
C -2.70 7.18 2.62
Cl -3.11 8.71 1.88
C -2.83 7.04 3.99
C -2.51 5.82 4.57
C 0.90 1.23 4.93
N 0.24 0.88 3.66
C 0.56 1.24 2.42
N -0.26 0.65 1.57
C -1.08 -0.11 2.37
N -0.80 -0.01 3.64
H 2.14 1.68 8.64
H 2.56 0.98 7.09
H 0.98 0.63 7.83
H 0.98 3.81 8.80
H -0.36 2.70 8.61
H -0.30 4.20 7.67
H 2.92 3.77 7.38
H 1.91 4.52 6.15
H 2.89 3.10 5.76
H -1.41 2.03 6.94
H 0.43 3.65 4.15
H -0.17 4.37 5.61
H -2.38 3.26 5.28
H -1.83 2.60 3.77
H -1.61 4.10 1.81
H -2.18 6.26 0.76
H -3.18 7.87 4.59
H -2.62 5.70 5.65
H 0.98 0.31 5.49
H 1.90 1.57 4.66
H 1.38 1.90 2.16
H -1.83 -0.77 1.97
C 1.59 6.04 -0.87
C 1.42 5.03 0.08
C 0.58 3.96 -0.19
C -0.11 3.89 -1.40
C 0.07 4.89 -2.35
C 0.92 5.97 -2.08
Sb -1.29 2.15 -1.69
C -3.11 2.51 -0.68
C -3.16 2.28 0.70
C -4.33 2.49 1.41
C -5.48 2.92 0.76
C -5.45 3.13 -0.61
C -4.27 2.93 -1.33
C -1.91 2.38 -3.70
C -2.47 3.61 -4.07
C -2.90 3.82 -5.38
C -2.78 2.81 -6.32
C -2.22 1.59 -5.96
C -1.78 1.37 -4.66
H 2.24 6.88 -0.66
H 1.95 5.08 1.02
H 0.48 3.17 0.54
H -0.42 4.85 -3.31
H 1.05 6.74 -2.82
H -2.27 1.93 1.22
H -4.35 2.30 2.48
H -6.40 3.08 1.31
H -6.34 3.46 -1.13
H -4.28 3.07 -2.40
H -2.58 4.41 -3.35
H -3.34 4.77 -5.65
H -3.11 2.97 -7.34
H -2.12 0.80 -6.70
H -1.36 0.42 -4.39
N 5.90 -0.71 -1.74
C 4.74 -0.22 -1.23
C 4.16 0.96 -1.73
C 2.99 1.42 -1.19
N 2.33 0.82 -0.17
C 2.92 -0.30 0.31
C 4.08 -0.85 -0.17
H 6.33 -0.29 -2.54
H 6.27 -1.59 -1.43
H 4.63 1.50 -2.55
H 2.53 2.32 -1.58
H 2.40 -0.78 1.12
H 4.47 -1.76 0.26